(1)
Formula: C4H6F3P
Source: OMol25
Level of theory: the ωB97M-V functional and the def2-TZVPD basis

Results
LUMO (spin up / spin down) in eV: 0.2 / -1.2
Calculated total energy in Eh: -796.76516
Gap between HOMO and LUMO (spin up / spin down) in eV: 8.035 / 8.154
Molecular weight in g/mol: 142.06

Geometry as ORCA input:
```
! wB97M-V def2-TZVPD RIJCOSX def2/J DEFGRID3
* xyz 0 3
C 1.13 1.10 0.31
C 1.56 0.51 1.55
C -1.75 -0.24 -0.31
C -1.11 -1.32 -0.98
F -1.62 -2.58 -0.76
F -1.11 -1.15 -2.25
F 0.16 -1.57 -0.48
P 0.87 2.37 -0.70
H 1.09 -0.54 1.49
H 1.21 1.10 2.42
H 2.72 0.35 1.55
H -1.90 -0.25 0.79
H -2.00 0.64 -0.93
H 0.75 1.58 -1.71
*
```

Atomic partial charges in e from the Mulliken method, atoms 1 to 6: C 0.10; C -0.54; C -1.02; C 1.07; F -0.30; F -0.26

(2)
Formula: C4H6F4NP
Source: OMol25
Level of theory: the ωB97M-V functional and the def2-TZVPD basis

Results
Energy above the lowest of the compared OMol25 structures with the same formula, charge and spin in kcal/mol: 42.04
LUMO (spin up / spin down) in eV: -0.3 / -0.9
Calculated total energy in Eh: -951.43849
Gap between HOMO and LUMO (spin up / spin down) in eV: 7.518 / 8.353
Molecular weight in g/mol: 175.06

Geometry as ORCA input:
```
! wB97M-V def2-TZVPD RIJCOSX def2/J DEFGRID3
* xyz 0 1
C -1.61 1.52 -0.85
C -0.52 1.29 -1.62
C 0.80 -2.04 0.81
C 0.39 0.20 1.44
N 0.98 -0.65 0.53
F -2.39 0.55 -0.40
F -2.10 2.68 -0.46
F 0.08 2.40 -2.05
F 1.27 0.18 -2.96
P 0.00 -0.40 -2.12
H 1.75 -2.35 1.36
H -0.04 -2.25 1.48
H 0.65 -2.56 -0.15
H 0.24 1.13 1.07
H -0.68 -0.17 1.78
H 1.17 0.47 2.13
*
```

Atomic partial charges in e from the Mulliken method, atoms 1 to 6: C 0.45; C 0.31; C -0.70; C -0.85; N -0.31; F -0.22

(3)
Formula: C4H6FNO
Source: OMol25
Level of theory: the ωB97M-V functional and the def2-TZVPD basis

Results
Energy above the lowest of the compared OMol25 structures with the same formula, charge and spin in kcal/mol: 113.47
LUMO in eV: -0.9
Calculated total energy in Eh: -385.69270
Gap between HOMO and LUMO in eV: 8.932
Molecular weight in g/mol: 103.10

Geometry as ORCA input:
```
! wB97M-V def2-TZVPD RIJCOSX def2/J DEFGRID3
* xyz 0 1
C 1.10 1.41 0.03
C -0.02 0.50 -0.36
C -1.33 0.71 -0.24
C 0.47 -1.01 -0.23
H 2.12 1.59 -0.63
H 1.54 0.93 0.91
H 0.94 2.41 0.25
H -1.79 1.65 -0.41
H -0.22 -2.91 0.49
H -1.61 -1.92 1.01
N -0.51 -1.97 -0.17
O 1.67 -1.23 -0.38
F -2.33 -0.15 -0.25
*
```

Atomic partial charges in e from the Mulliken method, atoms 1 to 6: C -1.11; C 0.58; C -0.36; C 0.41; H 0.23; H 0.25

(4)
Formula: C4H6FNO
Source: OMol25
Level of theory: the ωB97M-V functional and the def2-TZVPD basis

Results
Energy above the lowest of the compared OMol25 structures with the same formula, charge and spin in kcal/mol: 86.91
LUMO in eV: 0.6
Calculated total energy in Eh: -385.73502
SMILES string: N=C=CO.C=CF
Gap between HOMO and LUMO in eV: 9.042
Molecular weight in g/mol: 103.10

Geometry as ORCA input:
```
! wB97M-V def2-TZVPD RIJCOSX def2/J DEFGRID3
* xyz 0 1
N -4.01 -0.57 -0.86
C -3.02 -0.38 -0.13
C -2.04 -0.33 0.76
O -0.78 -0.87 0.88
H -4.04 -0.19 -1.79
H -1.88 0.51 1.42
H -0.86 -1.78 0.61
C 2.54 0.54 -0.39
C 2.27 -0.60 0.25
F 1.95 -1.71 -0.44
H 2.34 0.82 -1.37
H 2.94 1.46 -0.01
H 2.49 -0.96 1.30
*
```

Atomic partial charges in e from the Mulliken method, atoms 1 to 6: N -0.53; C 0.54; C -0.43; O -0.42; H 0.27; H 0.28